(1)
3 unconnected molecules or ions with the total composition C4H13N2 in a non-equilibrium geometry. Source: OMol25; level of theory: ωB97M-V with the def2-TZVPD basis set.

Energy relative to the best compared isomer or geometry (same formula, charge and spin), kcal/mol: 174.03
Frontier orbital gap, eV: 5.6114
Total charge: +1
LUMO energy, hartree: -0.3171
DFT total energy, hartree: -269.22334

Geometry as XYZ:
```
19
C4H13N2 (ωB97M-V with the def2-TZVPD basis set)
C -1.6315 -0.4827 -0.2766
H -3.4017 0.5559 0.1338
C -2.6195 0.0170 0.6939
H 1.8173 -1.3938 -0.9555
C -0.4030 0.0425 -0.4317
H 3.1291 1.4476 0.9722
H -0.0741 0.8285 0.2416
H 0.6906 -1.4966 2.0568
C 0.4507 -0.1686 -1.6742
H 1.8760 2.2182 0.3971
H 1.9716 0.6009 0.3100
N 2.1092 1.3930 0.9596
N 1.7097 -0.3763 -1.1468
H 0.4029 0.6289 -2.4049
H -2.2550 0.6049 1.5324
H 0.0550 -1.0022 -2.2624
H 1.3865 -1.3985 1.8213
H -2.0127 -1.1738 -1.0207
H -3.2012 -0.8450 1.0542
```

---

(2)
C16H26N4O3S in the gas phase in a non-equilibrium geometry. Source: OMol25; level of theory: ωB97M-V with the def2-TZVPD basis set.

Energy relative to the best compared isomer or geometry (same formula, charge and spin), kcal/mol: 35.28
Frontier orbital gap, eV: 7.9796
LUMO energy, hartree: -0.0265
DFT total energy, hartree: -1468.20709
SMILES string: CCCCCCC(=O)NN/C=C1\C(=O)NC(=S)N([C@@H](C)CC)C1=O

Geometry as XYZ:
```
50
C16H26N4O3S (ωB97M-V with the def2-TZVPD basis set)
C -2.0136 -0.3936 -0.7907
H 0.0277 0.8047 -2.7952
C 2.0022 0.6205 -3.6891
H 4.4534 0.4418 -2.4642
H -1.1077 -1.0063 -0.5413
C 4.2507 1.4375 -2.9266
C -2.2202 -2.5505 1.4717
H 2.5525 2.6239 -3.4404
C -2.2274 -3.0537 2.9300
C 1.6544 3.0602 -1.1648
H -3.2281 -1.3883 4.0663
H -3.0559 -3.7605 3.1025
H -1.2567 -2.0249 1.3119
O -1.5306 0.3431 3.9024
H -2.0225 -0.1657 -1.8789
C 0.5140 0.9335 -3.7587
H 0.4108 1.9676 -4.1048
H 0.4002 -2.0631 3.4095
H -3.3362 -2.0926 -1.0992
C 1.0475 2.2359 0.9613
H -2.2425 -3.4410 0.8091
C -3.2683 -1.1922 -0.4542
H 1.9495 -1.0751 1.3118
H 4.6419 1.4150 -3.9389
H -3.3861 -0.7581 1.6553
H 0.6096 4.0923 0.2441
C -2.2596 -1.9210 3.9961
H 0.5609 0.9353 2.9937
H -1.3033 -3.6983 3.0351
N 1.1341 3.2392 0.0639
C -3.3665 -1.6177 1.0279
C 2.2168 0.8140 -0.6132
C 1.5222 -0.1423 1.6164
H 4.7636 2.2296 -2.3434
H -4.3238 -2.1301 1.1750
H 2.1730 -0.3825 -3.2854
O 2.6943 -0.2763 -0.8753
H 0.0502 0.2831 -4.5050
H -1.9119 0.5448 -0.1957
H -4.1288 -0.5671 -0.7694
C 1.5793 0.9240 0.7015
N 0.9783 -0.0181 2.8801
C 2.7297 1.7023 -2.8872
O 0.4231 2.4422 1.9793
N 0.1258 -1.0830 3.4087
H 2.4015 0.6169 -4.7182
S 1.3908 4.4281 -2.0511
C -1.1843 -0.8085 3.8003
N 2.2194 1.8657 -1.5383
H -2.1034 -2.3909 4.9752
```

---

(3)
2 unconnected molecules or ions with the total composition C4H11NO3 in a non-equilibrium geometry. Source: OMol25; level of theory: ωB97M-V with the def2-TZVPD basis set.

Energy relative to the best compared isomer or geometry (same formula, charge and spin), kcal/mol: 20.07
Frontier orbital gap, eV: 10.4084
LUMO energy, hartree: 0.0223
DFT total energy, hartree: -439.49394
SMILES string: CC(=O)O.NCCO

Geometry as XYZ:
```
19
C4H11NO3 (ωB97M-V with the def2-TZVPD basis set)
C 1.5760 -1.2553 -0.8201
H -3.1174 2.2310 -0.1372
H -3.7607 0.6860 0.4691
H 2.4602 1.2004 0.1839
H -0.0385 -2.1671 -0.4952
H 1.6563 1.1081 1.5815
C 1.7175 -0.6908 0.6136
H 2.6722 -1.0046 1.0424
N 1.6339 0.8003 0.6090
H 1.0997 -0.5005 -1.4596
C -1.6938 0.5923 0.0192
H 0.8858 -1.0878 1.1848
C -3.0678 1.1481 -0.2350
H 0.3005 1.1672 0.3248
O -1.5358 -0.6046 0.2473
O 0.8362 -2.4630 -0.8119
H 2.5666 -1.5195 -1.1931
H -3.4345 0.8849 -1.2254
O -0.7563 1.4750 0.1018
```